# 1
Here is a 5-piece molecular cluster, C20H43NO8P overall from the Open Molecules 2025 dataset. Energies are from the ωB97M-V functional and the def2-TZVPD basis.

```
73
Properties=species:S:1:pos:R:3
O -1.25 1.90 -0.52
P -1.75 1.52 0.79
O -2.25 2.66 1.78
O -3.03 0.58 0.73
C -0.49 0.51 1.74
C -0.29 0.86 3.20
N 0.49 -0.28 3.79
C 1.75 -0.65 3.01
C 1.81 -0.14 1.55
O 0.74 0.67 1.08
H -1.58 3.24 2.15
H -3.37 0.24 1.56
H -0.85 -0.53 1.68
H 0.35 1.75 3.27
H -1.20 1.00 3.78
H 0.74 -0.08 4.76
H -0.12 -1.09 3.81
H 2.60 -0.27 3.56
H 1.82 -1.73 3.04
H 1.91 -1.01 0.89
H 2.70 0.46 1.45
C -4.76 -0.22 -2.14
C -6.23 0.17 -2.05
C -6.91 -1.15 -2.40
O -6.05 -2.18 -1.92
C -4.78 -1.63 -1.58
H -4.09 0.44 -1.59
H -4.43 -0.23 -3.19
H -6.48 0.47 -1.03
H -6.51 0.98 -2.72
H -7.04 -1.26 -3.48
H -7.89 -1.27 -1.92
H -4.67 -1.62 -0.48
H -4.00 -2.28 -1.98
C -0.74 -2.24 -1.77
C -1.03 -3.45 -2.65
C 0.04 -4.43 -2.18
O 0.27 -4.14 -0.79
C -0.35 -2.91 -0.46
H -1.58 -1.55 -1.66
H 0.11 -1.67 -2.17
H -2.02 -3.85 -2.44
H -0.96 -3.24 -3.72
H 0.98 -4.28 -2.73
H -0.25 -5.47 -2.27
H -1.24 -3.10 0.16
H 0.35 -2.31 0.13
C 1.22 4.92 -2.85
C -0.14 4.46 -2.35
C -0.33 5.33 -1.12
O 0.35 6.55 -1.38
C 1.16 6.41 -2.55
H 1.40 4.71 -3.90
H 2.02 4.45 -2.27
H -0.91 4.68 -3.09
H -0.20 3.40 -2.11
H 0.12 4.85 -0.24
H -1.37 5.55 -0.89
H 0.70 6.96 -3.38
H 2.14 6.86 -2.35
C 6.57 -2.52 2.88
C 6.24 -2.32 1.41
C 4.77 -1.94 1.48
O 4.58 -1.25 2.73
C 5.76 -1.42 3.54
H 7.63 -2.44 3.10
H 6.23 -3.50 3.22
H 6.82 -1.49 1.00
H 6.42 -3.20 0.79
H 4.13 -2.84 1.46
H 4.46 -1.28 0.66
H 6.31 -0.48 3.56
H 5.44 -1.66 4.56
```

Summary:
- net charge = +1
- HOMO (eV) = -10.94
- gap between HOMO and LUMO (eV) = 7.3

# 2
Here is a 5-piece molecular cluster, C20H43O11P overall in a non-equilibrium geometry from the Open Molecules 2025 dataset. Energies are from the ωB97M-V functional and the def2-TZVPD basis.

```
75
Properties=species:S:1:pos:R:3
C 5.35 -1.61 0.21
C 4.92 -0.64 -0.96
O 4.30 0.57 -0.53
P 2.87 0.36 0.36
O 1.86 1.63 -0.18
C 2.01 -1.23 -0.16
C 0.47 -1.22 0.13
O 0.05 -2.58 0.03
H 4.72 -2.53 0.10
H 6.40 -1.96 0.12
H 5.19 -1.11 1.20
H 5.86 -0.34 -1.47
H 4.34 -1.19 -1.73
H 2.06 2.35 0.42
H 2.22 -1.38 -1.25
H 2.49 -2.08 0.37
H 0.25 -0.86 1.16
H -0.08 -0.55 -0.57
H 0.70 -3.03 -0.54
C -1.98 -7.49 -1.83
C -0.77 -7.12 -2.67
O -0.23 -5.85 -2.27
C 0.65 -5.70 -1.27
C 0.90 -6.84 -0.33
O 1.17 -4.63 -1.10
H -1.71 -7.61 -0.78
H -2.42 -8.42 -2.18
H -2.73 -6.70 -1.88
H 0.00 -7.89 -2.66
H -1.08 -6.99 -3.71
H 0.24 -6.73 0.54
H 1.93 -6.79 0.01
H 0.76 -7.82 -0.77
C 6.39 3.31 2.96
C 5.54 2.47 3.89
O 5.37 1.14 3.38
C 6.24 0.15 3.60
C 7.60 0.47 4.16
O 5.95 -0.97 3.28
H 7.41 2.91 2.88
H 6.46 4.34 3.32
H 5.97 3.31 1.95
H 5.91 2.46 4.91
H 4.53 2.90 3.93
H 8.30 0.60 3.33
H 7.93 -0.37 4.77
H 7.62 1.35 4.80
C -3.98 0.71 -0.79
C -3.71 1.93 0.05
O -4.59 1.99 1.18
C -4.35 1.36 2.35
C -3.27 0.32 2.41
O -5.05 1.59 3.30
H -3.80 -0.21 -0.24
H -3.35 0.70 -1.68
H -5.03 0.69 -1.10
H -2.66 2.00 0.36
H -3.91 2.83 -0.53
H -3.71 -0.66 2.23
H -2.83 0.33 3.41
H -2.45 0.49 1.71
C -5.11 6.54 -2.43
C -6.23 6.51 -3.44
O -6.28 5.25 -4.13
C -6.93 4.17 -3.66
C -7.39 4.15 -2.23
O -7.06 3.21 -4.36
H -5.25 5.79 -1.65
H -5.04 7.52 -1.96
H -4.16 6.31 -2.92
H -7.20 6.75 -3.00
H -6.05 7.26 -4.21
H -6.62 3.69 -1.61
H -8.30 3.56 -2.16
H -7.63 5.14 -1.83
```

Summary:
- net charge = 0
- HOMO (eV) = -7.79
- structure (SMILES) = CCOP(O)CCO.CCOC(C)=O.CCOC(C)=O.CCOC(C)=O.CCOC(C)=O
- gap between HOMO and LUMO (eV) = 8.4

# 3
Here is a 7-piece molecular cluster, C20H44BBr2FNO10P overall in a non-equilibrium geometry from the Open Molecules 2025 dataset. Energies are from the ωB97M-V functional and the def2-TZVPD basis.

```
80
Properties=species:S:1:pos:R:3
C 2.52 4.17 2.46
C 2.43 3.71 0.89
P 1.15 2.34 0.53
C -0.60 3.01 0.17
C -0.95 3.24 -1.41
C 1.76 1.06 -0.74
C 2.93 0.15 -0.05
C 2.90 0.10 1.59
C 4.11 -0.98 2.02
F 1.66 -0.45 2.19
O 0.70 0.31 -1.44
C -0.08 -0.56 -0.57
C -1.60 -0.63 -1.25
O -2.50 -1.47 -0.44
C -3.83 -0.81 -0.27
C -4.52 -1.53 1.04
Br -4.80 -3.54 1.12
C -4.99 -0.76 2.22
C -4.89 0.88 2.36
Br -5.87 -1.71 3.80
C 0.46 -2.13 -0.61
C 1.20 -2.70 -1.95
C 1.66 -4.24 -1.71
C 1.36 -4.96 -0.32
N 0.65 -4.50 0.91
C 0.25 -3.09 0.65
B 2.52 1.94 -1.95
O 3.61 1.35 -2.81
O 2.15 3.35 -2.29
C 1.58 3.32 -3.68
H 1.99 3.37 3.16
H 3.67 4.16 2.78
H 2.10 5.26 2.59
H 3.51 3.31 0.60
H 2.27 4.67 0.21
H -0.69 4.05 0.73
H -1.42 2.32 0.69
H -2.09 3.59 -1.45
H -0.88 2.28 -2.09
H -0.30 4.14 -1.78
H 3.98 0.63 -0.33
H 2.99 -0.97 -0.47
H 3.24 1.12 2.11
H 4.68 -1.35 1.07
H 4.80 -0.56 2.88
H 3.59 -1.95 2.49
H -0.26 -0.17 0.52
H -1.97 0.48 -1.39
H -1.41 -1.08 -2.34
H -4.55 -0.99 -1.21
H -3.75 0.35 -0.13
H -5.33 1.27 3.38
H -3.74 1.15 2.28
H -5.51 1.35 1.46
H 1.35 -2.05 -2.91
H 2.22 -4.82 -2.58
H 1.77 -6.08 -0.23
H -0.33 -2.59 1.57
H 3.30 0.43 -3.05
H 1.25 4.39 -4.05
H 2.32 2.90 -4.47
H 0.61 2.63 -3.68
O -6.11 -6.16 -1.04
H -5.30 -6.28 -1.56
H -5.90 -5.40 -0.46
O -0.99 -5.54 -3.21
H -0.48 -5.14 -2.49
H -0.36 -6.11 -3.66
O -6.61 -5.48 3.33
H -6.30 -6.30 2.92
H -6.02 -4.80 2.97
O 1.25 5.20 -6.34
H 2.06 5.07 -6.86
H 1.46 5.96 -5.77
O -0.29 -1.82 4.22
H 0.38 -1.46 3.61
H -0.73 -2.51 3.71
O 5.03 4.67 4.32
H 5.79 5.27 4.26
H 4.74 4.75 5.24
```

Summary:
- net charge = 0
- HOMO (eV) = -7.44
- structure (SMILES) = CCP(CC)[C@@](C[C@H](C)F)(O[C@@H](COC/C(Br)=C(\C)Br)c1cccnc1)B(O)OC.O.O.O.O.O.O
- gap between HOMO and LUMO (eV) = 6.9

# 4
Here is a 7-piece molecular cluster, C20H44BF10N4O8 overall in a non-equilibrium geometry from the Open Molecules 2025 dataset. Energies are from the ωB97M-V functional and the def2-TZVPD basis.

```
87
Properties=species:S:1:pos:R:3
C -1.37 4.06 -1.85
C -0.14 4.45 -1.18
O 0.24 5.64 -1.18
N 0.50 3.40 -0.14
H 0.05 2.50 -0.22
H 1.44 3.16 -0.41
C 0.40 3.80 1.40
H -1.20 3.36 -2.66
H -1.78 4.93 -2.37
H -2.10 3.78 -1.10
H 0.91 4.75 1.58
H 0.81 2.88 1.83
H -0.60 3.97 1.80
C -5.44 0.69 -2.54
C -4.70 1.58 -1.61
O -4.30 2.74 -1.86
N -4.31 0.87 -0.29
H -4.76 -0.03 -0.28
H -3.31 0.71 -0.32
C -5.00 1.63 0.91
H -6.42 0.49 -2.09
H -5.00 -0.28 -2.76
H -5.70 1.25 -3.43
H -5.84 2.21 0.50
H -4.11 2.16 1.24
H -5.39 0.90 1.62
C 3.61 -2.18 4.74
C 3.83 -1.08 3.75
O 3.56 0.10 3.95
N 4.26 -1.59 2.39
H 5.22 -1.29 2.34
H 4.35 -2.60 2.44
C 3.40 -0.93 1.29
H 2.67 -2.69 4.51
H 3.55 -1.68 5.71
H 4.43 -2.87 4.94
H 3.73 -1.16 0.28
H 3.31 0.14 1.49
H 2.36 -1.23 1.40
C -1.24 -0.57 -3.89
C 0.15 -0.01 -3.56
O 0.33 1.11 -3.05
N 1.34 -0.72 -4.14
H 0.99 -1.41 -4.79
H 1.77 0.00 -4.70
C 2.25 -1.39 -3.01
H -1.57 -1.33 -3.18
H -1.18 -0.97 -4.90
H -2.02 0.19 -3.81
H 3.27 -1.46 -3.38
H 1.94 -2.39 -2.73
H 2.27 -0.79 -2.10
C -0.55 2.35 7.03
O -0.35 1.29 6.18
O -1.12 1.70 8.10
C 0.69 3.27 7.30
F 0.60 3.89 8.47
F 1.88 2.73 7.46
F 0.79 4.16 6.23
C 0.52 1.40 5.01
C 0.42 0.08 4.24
H -0.61 -0.14 3.96
H 1.01 0.08 3.33
H 0.99 -0.70 4.73
H 1.53 1.37 5.43
H 0.37 2.24 4.32
H -1.32 2.95 6.54
C 0.80 -3.92 -5.84
O 0.59 -3.55 -4.48
O 0.65 -2.66 -6.47
C 2.20 -4.62 -6.10
F 2.65 -4.74 -7.38
F 3.19 -4.07 -5.40
F 2.33 -5.88 -5.69
C -0.13 -4.54 -3.70
C -0.11 -4.19 -2.24
H -0.55 -3.22 -2.03
H -0.66 -4.90 -1.63
H 0.93 -4.16 -1.89
H 0.20 -5.57 -3.76
H -1.21 -4.44 -3.88
H 0.14 -4.59 -6.39
B -1.06 0.29 0.39
F 0.04 0.56 1.17
F -1.19 1.42 -0.38
F -1.02 -0.85 -0.34
F -2.08 0.17 1.17
```

Summary:
- net charge = +2
- HOMO (eV) = -10.72
- 2S+1 = 2
- gap between HOMO and LUMO (eV) = 4.8

# 5
Here is C20H44Cl30FInN3 as an isolated structure in a non-equilibrium geometry from the Open Molecules 2025 dataset. Energies are from the ωB97M-V functional and the def2-TZVPD basis.

```
99
Properties=species:S:1:pos:R:3
C -1.77 2.30 -1.88
N -0.73 3.42 -2.05
C 0.53 3.11 -1.23
In 0.02 3.58 0.92
N 0.97 5.49 1.37
F -2.06 3.93 1.12
C 0.84 2.11 2.44
C -0.02 0.72 2.60
C 0.84 -0.65 3.04
N -1.38 0.57 2.45
H -1.51 1.65 -0.91
H -1.74 1.64 -2.86
H -2.85 2.75 -1.80
H -0.52 3.47 -3.07
H 1.37 3.86 -1.62
H 0.95 2.03 -1.42
H 2.01 5.41 1.17
H 0.92 5.52 2.43
H 0.79 2.65 3.50
H 1.97 1.84 2.25
H 1.92 -0.65 2.57
H 0.99 -0.61 4.22
H 0.23 -1.64 2.83
H -1.76 1.51 2.22
C 2.11 1.20 -4.02
Cl 2.10 0.48 -2.40
Cl 2.95 2.76 -4.02
H 2.62 0.52 -4.71
H 1.08 1.35 -4.35
C -4.40 -0.94 -2.09
Cl -2.99 -1.00 -1.02
Cl -3.92 -0.59 -3.75
H -4.91 -1.91 -2.06
H -5.08 -0.16 -1.74
C -4.10 5.06 3.81
Cl -5.71 4.57 3.27
Cl -4.20 6.41 4.95
H -3.61 4.22 4.31
H -3.51 5.37 2.94
C -6.74 8.28 2.32
Cl -8.35 7.78 1.78
Cl -6.84 9.63 3.46
H -6.25 7.43 2.81
H -6.15 8.59 1.45
C -5.03 2.89 -5.56
Cl -3.62 2.84 -4.49
Cl -4.55 3.24 -7.22
H -5.54 1.93 -5.53
H -5.71 3.68 -5.22
C 1.17 -4.81 2.86
Cl 0.36 -4.47 1.32
Cl 2.74 -4.00 2.94
H 0.54 -4.45 3.67
H 1.32 -5.89 2.95
C 3.86 7.24 3.40
Cl 2.15 7.48 3.77
Cl 4.07 6.41 1.85
H 4.35 8.22 3.34
H 4.32 6.64 4.19
C 0.01 -8.02 -0.25
Cl -0.15 -8.13 1.51
Cl -1.15 -6.86 -0.92
H 1.02 -7.69 -0.49
H -0.18 -9.00 -0.68
C 6.22 4.12 5.64
Cl 5.52 5.62 6.26
Cl 4.97 2.93 5.29
H 6.77 4.34 4.72
H 6.90 3.71 6.38
C 0.20 -11.29 3.26
Cl 0.19 -12.78 2.31
Cl 1.82 -10.96 3.90
H -0.10 -10.46 2.62
H -0.50 -11.39 4.09
C 0.62 -3.06 -4.11
Cl 0.46 -3.17 -2.35
Cl -0.54 -1.91 -4.78
H 1.63 -2.73 -4.36
H 0.43 -4.05 -4.54
C 4.31 5.15 -6.22
Cl 5.95 5.64 -6.68
Cl 3.58 4.13 -7.47
H 4.35 4.59 -5.29
H 3.69 6.04 -6.09
C 1.80 -10.17 -3.40
Cl 1.64 -10.27 -1.64
Cl 0.64 -9.01 -4.07
H 2.81 -9.84 -3.64
H 1.61 -11.15 -3.83
C -1.03 4.76 -7.18
Cl -1.04 4.05 -5.57
Cl -0.20 6.32 -7.18
H -0.52 4.08 -7.87
H -2.06 4.91 -7.51
C 1.28 -11.75 7.69
Cl -0.32 -12.25 7.15
Cl 1.18 -10.40 8.83
H 1.77 -12.60 8.18
H 1.87 -11.44 6.82
```

Summary:
- net charge = -1
- HOMO (eV) = -4.51
- gap between HOMO and LUMO (eV) = 5.9